[1]
89
Properties=species:S:1:pos:R:3:forces:R:3 method="wB97M-V/def2-TZVPD" homo_ev="-13.81 / -13.81" total_charge=+2 spin_multiplicity=1 orbital_gap_ha="0.211 / 0.211" de_lowest_kcal_mol=20.9
Os 0.5379 0.5648 0.6699 -1.070 -0.400 -0.646
C -0.1848 1.8801 -2.0000 -0.003 0.113 0.086
N -0.7314 1.5942 -0.6423 0.369 0.127 -0.255
C -1.1529 2.9301 -0.1296 -0.204 0.058 -0.048
C -1.8565 0.6221 -0.8068 -0.121 0.033 0.151
C -1.2817 -0.7326 -1.1524 0.136 0.081 -0.223
N -0.1246 -0.9336 -0.2691 0.021 0.223 0.641
C 0.4890 -2.1856 -0.2155 0.184 -0.318 0.053
C 1.2211 -2.4673 0.9415 -0.168 0.187 -0.210
F 1.2657 -1.4907 1.8901 0.226 0.014 0.070
C 1.8664 -3.6587 1.1440 0.109 -0.187 0.056
F 2.5431 -3.8463 2.2702 -0.020 -0.002 -0.031
C 1.8108 -4.6427 0.1690 0.004 0.050 0.057
C 1.1039 -4.3868 -0.9887 0.070 -0.158 -0.001
F 1.0452 -5.2990 -1.9429 -0.008 0.025 -0.001
C 0.4528 -3.1801 -1.1946 -0.080 0.197 0.057
F -0.1860 -2.9791 -2.3426 -0.022 0.002 -0.020
H -0.9294 2.4349 -2.5721 -0.015 0.038 0.052
H 0.0270 0.9620 -2.5269 -0.121 -0.041 -0.069
H 0.7161 2.4808 -1.9052 0.010 -0.013 0.004
H -2.0295 3.2676 -0.6870 0.014 -0.045 -0.017
H -0.3337 3.6230 -0.2938 0.004 0.006 -0.005
H -1.3718 2.9041 0.9254 -0.022 -0.053 0.146
H -2.5452 0.9843 -1.5715 -0.028 -0.024 -0.023
H -2.3802 0.5401 0.1385 0.067 0.004 -0.093
H -0.9873 -0.7905 -2.1999 0.052 -0.110 0.007
H -2.0043 -1.5311 -0.9831 -0.079 0.035 0.024
H 2.3135 -5.5912 0.3082 -0.003 0.016 0.004
C 10.5741 -1.3972 -1.7586 0.023 0.004 -0.045
C 9.0715 -1.4196 -2.0220 0.065 0.024 -0.025
S 8.2096 -1.5019 -0.4784 0.084 -0.102 0.319
O 8.4939 -0.3113 0.2891 -0.053 -0.103 -0.080
O 8.3998 -2.8007 0.1069 -0.062 0.142 -0.124
C 6.4659 -1.3879 -0.9271 -0.097 0.081 0.035
C 5.9856 0.0502 -0.7877 -0.010 -0.145 -0.135
N 4.5160 0.1467 -0.9537 0.236 -0.117 -0.048
C 3.6233 0.0442 0.0405 -0.314 -0.122 -0.073
N 2.3619 0.2076 -0.4530 0.420 0.538 0.183
C 2.5078 0.3716 -1.8093 -0.247 -0.064 0.132
C 3.8125 0.3404 -2.1197 0.306 -0.097 0.071
N 4.3775 0.4118 -3.4461 -0.024 0.080 -0.082
O 5.5395 0.0921 -3.5860 -0.018 -0.003 0.015
O 3.6185 0.7740 -4.3159 0.001 -0.045 0.035
C 4.0194 -0.3557 1.4172 -0.091 0.111 -0.034
H 11.1037 -1.3309 -2.7067 -0.013 0.000 -0.017
H 10.8949 -2.3056 -1.2522 -0.030 -0.004 0.006
H 10.8518 -0.5390 -1.1495 -0.021 0.006 -0.002
H 8.7608 -2.2983 -2.5891 0.027 0.013 -0.010
H 8.7224 -0.5164 -2.5283 0.041 -0.009 -0.005
H 5.9656 -2.0548 -0.2223 -0.007 0.019 -0.002
H 6.3285 -1.7708 -1.9378 0.007 -0.006 0.007
H 6.4509 0.6904 -1.5283 -0.057 0.051 -0.015
H 6.2372 0.4443 0.1889 0.023 0.051 0.009
H 1.7002 0.4657 -2.4970 0.008 0.010 -0.075
H 5.0960 -0.3184 1.5460 -0.011 0.020 0.009
H 3.7071 -1.3819 1.6046 0.013 -0.080 -0.030
H 3.5511 0.2844 2.1565 0.042 -0.073 0.023
F 1.1283 7.2883 -0.5702 -0.042 -0.006 0.019
C 0.7901 6.5160 0.4562 0.081 0.137 -0.201
C 1.6895 5.7382 1.0536 0.214 -0.137 0.216
N 1.3575 4.9301 2.1314 0.065 -0.038 -0.074
C 2.2664 3.9427 2.6802 -0.248 0.088 -0.004
C 1.9496 2.5330 2.2163 0.350 0.058 -0.209
O 2.3196 1.5760 2.8779 -0.240 0.041 0.054
O 1.2847 2.4154 1.0943 0.197 -0.159 0.385
C 0.0581 4.8282 2.5718 -0.139 -0.091 0.056
O -0.2827 3.9915 3.3943 0.023 0.007 -0.098
N -0.8219 5.7078 1.9936 0.003 0.002 -0.054
C -0.6011 6.5579 0.8932 -0.265 -0.083 0.175
O -1.4961 7.1897 0.4022 0.083 0.005 -0.023
H 2.7225 5.7300 0.7340 -0.005 -0.019 0.012
H 2.1595 3.9252 3.7608 0.090 0.055 0.072
H 3.3001 4.1969 2.4490 -0.030 0.006 -0.130
H -1.7640 5.6940 2.3620 -0.011 0.001 -0.023
N -0.8913 0.8380 4.4674 0.002 -0.009 -0.130
C -0.2172 0.5068 3.3769 -0.109 -0.019 0.536
N -0.8779 0.7970 2.2565 0.626 -0.060 -0.430
C -2.1115 1.3493 2.6852 -0.311 0.004 -0.207
C -3.2710 1.7685 2.0165 0.120 0.048 0.108
C -4.3273 2.2305 2.7720 -0.082 0.037 0.044
C -4.2788 2.2804 4.1724 -0.035 0.001 -0.055
C -3.1654 1.8410 4.8492 0.092 -0.022 0.037
C -2.1087 1.3762 4.0779 0.057 0.006 0.046
H -0.5593 0.7306 5.4134 0.034 -0.013 -0.001
H 0.7678 0.0765 3.4237 -0.023 0.017 0.032
H -3.3783 1.7546 0.9465 -0.049 0.110 0.040
H -5.2244 2.5584 2.2631 0.018 -0.001 0.028
H -5.1290 2.6551 4.7253 -0.001 -0.007 -0.022
H -3.1107 1.8511 5.9295 -0.010 0.004 -0.011

***

[2]
74
Properties=species:S:1:pos:R:3:forces:R:3 method="wB97M-V/def2-TZVPD" homo_ev=-8.71 spin_multiplicity=1 smiles="CN(C[C@H](Cc1ccccc1)N(C[C@H](Cc1cccc2ccccc12)N(CCc1ccccc1)N=O)N=O)N=O" orbital_gap_ha=0.318 de_lowest_kcal_mol=107.8
C -2.6315 -1.4881 2.1298 -0.481 -0.116 0.237
N -2.3917 -2.5550 1.1814 0.220 0.487 0.390
N -3.2239 -3.5277 0.9584 -0.947 -0.852 0.183
O -4.2899 -3.5152 1.5716 0.856 0.317 -0.274
C -1.1421 -2.5919 0.4740 0.378 -0.050 -0.180
H -1.0690 -3.5556 -0.0312 -0.019 0.073 0.062
C -1.0104 -1.4456 -0.5468 -0.383 -0.590 -0.102
N 0.3849 -1.2814 -0.9089 0.216 0.775 0.184
N 1.0530 -2.3564 -1.1971 0.667 -0.698 -0.260
O 2.2328 -2.2248 -1.5227 -0.725 0.198 0.097
C 0.9409 0.0597 -0.9646 0.426 -0.018 0.007
H 1.9178 -0.0313 -1.4504 -0.169 0.135 0.015
C 1.0711 0.6682 0.4372 -0.520 -0.099 0.095
N 2.1576 0.0550 1.1885 -0.591 0.361 -0.527
N 1.9486 -0.7325 2.1952 -0.420 -0.640 0.914
O 0.7792 -0.9762 2.5091 0.609 0.399 -0.337
C 3.5443 0.2753 0.8326 0.579 -0.335 0.166
H 3.5779 0.8401 -0.0998 -0.069 0.000 0.065
H 4.0278 0.8703 1.6144 -0.013 0.063 -0.152
C 4.2956 -1.0522 0.6567 0.048 0.141 -0.093
C 5.6939 -0.7860 0.1785 -0.074 -0.056 0.080
C 6.6884 -0.4104 1.0727 0.010 -0.002 -0.039
C 7.9681 -0.1346 0.6252 0.081 0.049 0.056
C 8.2670 -0.2291 -0.7235 0.090 0.019 -0.038
C 7.2819 -0.6033 -1.6213 0.050 0.027 -0.085
C 6.0020 -0.8778 -1.1723 -0.003 0.001 0.022
H 5.2353 -1.1813 -1.8705 -0.107 -0.047 -0.084
H 7.5120 -0.6844 -2.6736 0.020 -0.012 -0.084
H 9.2666 -0.0162 -1.0726 0.078 0.011 -0.028
H 8.7350 0.1516 1.3302 0.062 0.019 0.054
H 6.4601 -0.3437 2.1271 -0.031 -0.006 0.128
H 4.3059 -1.5783 1.6116 -0.012 0.001 -0.042
H 3.7677 -1.6668 -0.0750 -0.001 0.053 0.155
H 0.1754 0.4011 1.0145 0.244 0.113 -0.221
C 1.1721 2.2014 0.3940 -0.093 -0.169 0.051
C -0.0897 2.7789 -0.1921 0.271 0.181 -0.263
C -0.0597 3.3046 -1.4603 0.089 -0.071 0.310
C -1.2198 3.7766 -2.0892 -0.323 0.051 -0.057
C -2.4218 3.7024 -1.4469 0.140 0.057 -0.200
C -2.5036 3.1809 -0.1390 0.222 -0.092 0.125
C -3.7427 3.0994 0.5315 -0.095 -0.040 0.162
C -3.8259 2.5915 1.7963 -0.156 0.110 -0.193
C -2.6622 2.1704 2.4555 0.261 -0.042 0.041
C -1.4451 2.2427 1.8363 -0.067 -0.058 0.201
C -1.3238 2.7258 0.5134 -0.290 0.120 -0.193
H -0.5674 1.9371 2.3838 0.118 -0.088 0.041
H -2.7309 1.7904 3.4638 0.028 -0.034 0.100
H -4.7780 2.5226 2.3005 -0.103 0.008 0.013
H -4.6260 3.4519 0.0184 -0.107 0.022 -0.041
H -3.3277 4.0410 -1.9278 -0.090 0.049 -0.058
H -1.1519 4.1842 -3.0866 -0.036 0.038 -0.087
H 0.8788 3.3550 -1.9948 0.115 -0.028 -0.011
H 2.0245 2.5058 -0.2155 0.017 0.060 0.033
H 1.3326 2.5733 1.4081 0.080 -0.025 0.007
H 0.2877 0.6906 -1.5731 0.035 -0.112 0.023
H -1.3328 -0.5164 -0.0684 0.139 -0.006 -0.015
C -1.8680 -1.6618 -1.8049 -0.049 0.234 0.222
C -3.3318 -1.4939 -1.4992 -0.038 -0.055 -0.176
C -4.2090 -2.5659 -1.5836 -0.051 0.130 -0.156
C -5.5464 -2.4056 -1.2671 -0.059 -0.001 -0.033
C -6.0209 -1.1715 -0.8593 -0.096 -0.024 -0.006
C -5.1556 -0.0934 -0.7844 -0.016 0.084 0.045
C -3.8203 -0.2527 -1.1071 0.017 -0.032 -0.010
H -3.1543 0.5992 -1.0552 0.093 0.107 0.014
H -5.5170 0.8743 -0.4688 -0.043 0.087 0.020
H -7.0613 -1.0494 -0.5988 -0.099 0.005 0.020
H -6.2145 -3.2507 -1.3244 -0.066 -0.091 0.012
H -3.8414 -3.5351 -1.8850 0.058 -0.110 -0.008
H -1.6698 -2.6549 -2.2087 0.072 -0.009 -0.030
H -1.5694 -0.9218 -2.5537 0.046 -0.045 -0.027
H -0.3267 -2.5036 1.2011 -0.114 -0.063 -0.150
H -3.0641 -0.6158 1.6342 0.008 0.019 0.005
H -1.6965 -1.2227 2.6190 0.049 0.007 -0.071
H -3.3521 -1.8606 2.8597 0.067 0.111 -0.030

***

[3]
78
Properties=species:S:1:pos:R:3:forces:R:3 method="wB97M-V/def2-TZVPD" homo_ev=-7.59 spin_multiplicity=1 orbital_gap_ha=0.284
Ag 1.5481 -0.7240 0.7926 0.170 -0.552 -0.805
C -2.3658 -3.0552 1.5221 0.089 -0.016 0.178
C -2.3970 -3.2348 2.8943 0.093 0.040 -0.173
C -1.2454 -3.0024 3.6218 0.195 0.060 -0.050
C -0.1102 -2.5091 2.9732 -0.675 -0.368 -0.467
N -0.0648 -2.4169 1.6418 0.008 -0.130 0.329
C -1.1548 -2.6990 0.9498 -0.166 -0.163 -0.080
C 1.0227 -1.9234 3.7112 0.643 0.325 0.440
C 0.9589 -1.7340 5.0907 0.148 -0.001 -0.036
C 1.9389 -0.9844 5.7132 0.010 -0.097 -0.233
C 2.9583 -0.4438 4.9519 0.029 -0.107 -0.137
C 2.9943 -0.7155 3.5842 -0.523 -0.365 0.501
N 2.0480 -1.4553 2.9957 0.007 0.106 0.648
C 4.0258 -0.1311 2.7018 0.567 0.331 -0.500
C 5.1124 0.6038 3.1847 -0.152 -0.121 -0.005
C 5.9545 1.2420 2.2893 -0.151 -0.078 -0.161
C 5.7121 1.1082 0.9313 0.035 -0.008 0.198
C 4.6505 0.3078 0.5356 0.233 0.049 -0.170
N 3.8325 -0.2907 1.3859 0.130 0.205 0.401
H -3.2520 -3.1830 0.9179 0.010 -0.058 -0.074
H -3.3081 -3.5248 3.3975 -0.029 -0.098 0.020
H -1.2527 -3.1835 4.6838 0.011 0.111 0.110
H -1.0590 -2.6203 -0.1202 -0.001 0.079 -0.140
H 0.1462 -2.1349 5.6688 -0.140 0.005 0.066
H 1.8908 -0.8006 6.7747 0.004 0.031 0.124
H 3.6959 0.1886 5.4162 0.076 0.060 0.014
H 5.3070 0.6991 4.2427 -0.085 -0.029 0.022
H 6.7775 1.8452 2.6502 -0.003 -0.023 -0.003
H 6.3261 1.6167 0.2027 0.003 -0.051 -0.070
H 4.4439 0.1358 -0.5131 -0.076 0.061 -0.075
C -3.0488 -2.9720 -4.5292 0.205 0.106 -0.202
C -1.6229 -2.6563 -4.9662 0.045 -0.206 0.125
C -0.5527 -3.2725 -4.0654 -0.110 0.288 0.116
C -0.7018 -2.9197 -2.5821 0.180 -0.470 -0.335
N -0.8341 -1.5015 -2.3385 -0.458 0.408 0.219
C 0.1628 -0.6877 -1.9500 0.070 0.419 -0.565
S 1.7355 -1.2743 -1.7733 0.645 -0.227 0.328
N -0.0614 0.6218 -1.8103 0.000 -0.147 0.231
C -1.3395 1.2959 -1.7514 -0.436 -0.103 -0.264
C -1.9427 1.6512 -3.1192 0.133 0.241 0.269
C -1.1564 2.7057 -3.9006 -0.053 -0.286 -0.059
C 0.2235 2.2363 -4.3433 -0.070 0.207 -0.016
H -3.7520 -2.6247 -5.2816 -0.164 -0.005 -0.017
H -3.3011 -2.4815 -3.5916 -0.090 0.014 0.150
H -3.1813 -4.0432 -4.4002 -0.096 -0.151 0.044
H -1.4870 -1.5733 -4.9999 0.052 0.043 -0.093
H -1.4656 -3.0385 -5.9774 -0.013 0.133 -0.036
H 0.4281 -2.9418 -4.4083 0.099 -0.066 0.023
H -0.5908 -4.3620 -4.1361 0.062 -0.046 -0.069
H 0.1937 -3.2648 -2.0567 -0.292 0.004 0.072
H -1.5858 -3.4298 -2.1858 0.096 0.101 0.114
H -1.7584 -1.1102 -2.4254 0.025 0.098 -0.043
H 0.7229 1.1743 -1.4537 -0.192 -0.325 -0.044
H -1.1739 2.2184 -1.1886 -0.047 -0.109 -0.008
H -2.0566 0.6901 -1.1789 0.066 0.070 0.034
H -2.9497 2.0366 -2.9342 -0.041 -0.114 -0.023
H -2.0361 0.7511 -3.7327 -0.061 -0.062 -0.045
H -1.0544 3.6093 -3.2977 -0.086 0.096 0.045
H -1.7436 2.9671 -4.7841 -0.023 0.083 0.019
H 0.9193 2.2282 -3.5117 0.162 -0.044 0.011
H 0.6188 2.8961 -5.1117 0.097 0.069 -0.069
H 0.1722 1.2322 -4.7555 0.058 -0.188 -0.076
O -1.4398 0.0072 2.2804 -0.143 0.253 0.117
C -0.8400 1.0080 1.9068 -0.971 -0.357 0.391
N 0.4218 1.0398 1.4885 0.864 0.689 -0.244
S 0.9173 2.5107 1.0449 -0.057 0.135 -0.115
O 1.2974 2.4930 -0.3570 -0.083 0.348 0.029
O 1.9104 3.0520 1.9291 -0.100 0.082 0.168
C -0.6823 3.3213 1.2697 0.224 -0.765 0.205
C -1.1563 4.5833 0.9933 0.174 0.187 -0.141
C -2.4962 4.8504 1.2576 0.185 0.051 -0.069
C -3.3172 3.8864 1.8255 -0.076 -0.052 0.073
C -2.8262 2.6235 2.1181 0.242 -0.051 -0.036
C -1.5039 2.3474 1.8085 -0.386 0.257 -0.007
H -0.5097 5.3352 0.5686 0.036 0.120 -0.063
H -2.8982 5.8213 1.0085 -0.026 0.090 0.041
H -4.3506 4.1182 2.0388 -0.068 0.059 0.000
H -3.4401 1.8580 2.5706 -0.038 -0.073 -0.055

***

For the records above, the corresponding maximum force values read 0.026 0.025 0.022 Eh/bohr.